The following is a DFT calculation (the ωB97M-V functional and the def2-TZVPD basis) of a cluster of 2 separate species, C7H11NO3 in total at a distorted geometry.

Results
- frontier orbital gap (Ha) = 0.304
- E_LUMO (eV) = -0.564
- structure (SMILES) = CC(C)=CN=O.CC(=O)C=O

Geometry as ORCA input:
```
! wB97M-V def2-TZVPD RIJCOSX def2/J DEFGRID3
* xyz 0 1
C -1.92 -1.62 -0.86
C -0.98 -0.62 -1.42
C -1.58 0.47 -2.23
C 0.35 -0.68 -1.18
N 1.18 0.27 -1.69
O 2.37 0.22 -1.36
H -1.40 -2.34 -0.23
H -2.42 -2.15 -1.67
H -2.69 -1.12 -0.27
H -2.25 0.07 -2.99
H -0.80 1.06 -2.70
H -2.17 1.12 -1.58
H 0.77 -1.47 -0.55
C 1.70 1.82 1.98
C 0.68 0.74 1.85
O -0.43 0.86 1.38
C 1.13 -0.62 2.37
O 2.12 -0.80 3.03
H 1.23 2.80 1.97
H 2.38 1.75 1.13
H 2.28 1.67 2.89
H 0.44 -1.43 2.11
*
```

natural (NBO) atomic charge list, values in e, 4 entries: C -0.658; C 0.203; C -0.677; C -0.186



The following is a DFT calculation (the ωB97M-V functional and the def2-TZVPD basis) of the molecule C7H11NO3 at a distorted geometry.

Results
- frontier orbital gap (Ha) = 0.334
- E_LUMO (eV) = 0.490
- structure (SMILES) = CN(C)[C@H]1CC(=O)C(O)=C1O

Geometry as ORCA input:
```
! wB97M-V def2-TZVPD RIJCOSX def2/J DEFGRID3
* xyz 0 1
C 0.29 -0.46 -1.67
N -0.73 -0.87 -0.69
C -1.17 -2.26 -0.73
C -0.27 -0.41 0.66
C 1.25 -0.42 1.02
C 1.68 1.02 0.72
O 2.80 1.33 0.34
C 0.54 1.95 0.93
O 0.72 3.29 0.82
C -0.61 1.27 0.82
O -1.81 1.85 0.96
H 1.34 -0.48 -1.28
H 0.14 -1.20 -2.50
H 0.06 0.57 -1.99
H -0.51 -2.84 -1.29
H -1.43 -2.71 0.27
H -2.05 -2.18 -1.35
H -0.97 -0.87 1.35
H 1.80 -1.12 0.19
H 1.46 -0.69 2.01
H -0.15 3.76 1.02
H -2.40 1.47 0.39
*
```

natural (NBO) atomic charge list, values in e, 4 entries: C -0.426; N -0.466; C -0.415; C -0.047



The following is a DFT calculation (the ωB97M-V functional and the def2-TZVPD basis) of a cluster of 2 separate species, C7H11NOS in total at a distorted geometry.

Results
- frontier orbital gap (spin up / spin down) (Ha) = 0.291 / 0.252
- E_LUMO (spin up / spin down) (eV) = -0.109 / -0.856

Geometry as ORCA input:
```
! wB97M-V def2-TZVPD RIJCOSX def2/J DEFGRID3
* xyz 0 1
C -1.63 -0.05 0.00
C -2.75 -0.30 0.95
C -0.64 0.59 0.50
C 2.87 1.74 -0.74
C -0.53 1.19 1.80
C -1.47 0.38 2.74
C 1.36 0.39 -2.58
N -2.71 0.04 2.17
O 2.35 -0.76 -0.33
S 1.75 0.49 -0.75
H -1.73 -0.36 -1.02
H -3.79 -0.60 0.70
H 3.67 1.88 -0.01
H 2.43 2.64 -1.12
H 0.48 1.16 2.14
H -0.82 2.19 1.95
H -0.89 -0.56 2.95
H -1.53 0.94 3.78
H 2.30 0.69 -3.12
H 1.18 -0.69 -2.57
H 0.64 1.08 -2.77
*
```

natural (NBO) atomic charge list, values in e, 4 entries: C -0.431; C 0.091; C 0.150; C -0.788



The following is a DFT calculation (the ωB97M-V functional and the def2-TZVPD basis) of the molecule C7H11NOS2.

Results
- frontier orbital gap (Ha) = 0.357
- E_LUMO (eV) = 0.669
- structure (SMILES) = CSC(=O)CCCCN=C=S

Geometry as ORCA input:
```
! wB97M-V def2-TZVPD RIJCOSX def2/J DEFGRID3
* xyz 0 1
C 1.53 0.19 -2.69
S 0.18 -0.88 -2.14
C -0.71 0.29 -1.14
O -0.37 1.45 -1.04
C -1.92 -0.30 -0.45
C -2.60 0.68 0.52
C -1.74 1.18 1.68
C -1.09 0.08 2.53
N 0.06 -0.49 1.91
C 1.19 -0.47 1.53
S 2.69 -0.54 1.01
H 2.13 -0.39 -3.39
H 1.14 1.08 -3.18
H 2.14 0.48 -1.83
H -1.62 -1.22 0.06
H -2.63 -0.60 -1.23
H -3.50 0.18 0.92
H -2.95 1.55 -0.05
H -0.96 1.85 1.31
H -2.39 1.77 2.35
H -1.80 -0.72 2.74
H -0.78 0.49 3.50
*
```

natural (NBO) atomic charge list, values in e, 4 entries: C -0.743; S 0.209; C 0.423; O -0.579



The following is a DFT calculation (the ωB97M-V functional and the def2-TZVPD basis) of a structure of composition C7H11NPPb at a distorted geometry.

Results
- frontier orbital gap (spin up / spin down) (Ha) = 0.113 / 0.093
- E_LUMO (spin up / spin down) (eV) = 2.998 / 3.132

Geometry as ORCA input:
```
! wB97M-V def2-TZVPD RIJCOSX def2/J DEFGRID3
* xyz -1 1
C -0.98 0.33 -1.26
C -0.67 0.75 -2.69
C -0.32 2.12 -2.69
C -0.47 2.63 -1.37
C -0.76 1.56 -0.46
Pb 1.44 0.83 -1.05
P 0.33 -2.66 -0.12
H -1.43 -0.59 -0.93
H -0.76 0.04 -3.49
H 0.33 2.57 -3.55
H -0.93 1.71 0.64
H -0.42 3.65 -1.10
H 1.41 -3.29 0.56
H 0.06 -3.98 -0.77
H -0.65 -3.05 0.89
C 0.80 -0.76 4.31
C 0.81 -0.34 2.91
N 0.97 -0.08 1.80
H -0.18 -0.50 4.82
H 1.61 -0.27 4.88
H 0.92 -1.85 4.39
*
```

natural (NBO) atomic charge list, values in e, 4 entries: C -0.369; C -0.353; C -0.346; C -0.356



The following is a DFT calculation (the ωB97M-V functional and the def2-TZVPD basis) of the molecule C7H11NS at a distorted geometry.

Results
- frontier orbital gap (Ha) = 0.286
- E_LUMO (eV) = 0.801
- structure (SMILES) = C=C1SN(C)C(C)=C1C

Geometry as ORCA input:
```
! wB97M-V def2-TZVPD RIJCOSX def2/J DEFGRID3
* xyz 0 1
C -0.15 -0.55 2.92
C -0.23 0.02 1.74
S -1.31 1.41 1.24
N -0.82 1.23 -0.41
C -1.72 1.76 -1.42
C 0.03 0.21 -0.61
C 0.56 -0.18 -1.96
C 0.43 -0.38 0.51
C 1.52 -1.43 0.75
H -0.69 -0.29 3.81
H 0.68 -1.32 2.96
H -1.92 2.77 -1.03
H -1.12 1.66 -2.44
H -2.76 1.27 -1.59
H 0.77 0.76 -2.52
H -0.10 -0.77 -2.53
H 1.54 -0.77 -1.81
H 2.28 -1.17 1.39
H 2.02 -1.86 -0.18
H 1.00 -2.37 1.17
*
```

natural (NBO) atomic charge list, values in e, 4 entries: C -0.513; C -0.110; S 0.409; N -0.523



The following is a DFT calculation (the ωB97M-V functional and the def2-TZVPD basis) of the ion C7H12 with charge -1 at a distorted geometry.

Results
- ⟨S²⟩ = 0.7568
- frontier orbital gap (spin up / spin down) (Ha) = 0.131 / 0.272
- E_LUMO (spin up / spin down) (eV) = 4.360 / 4.119

Geometry as ORCA input:
```
! wB97M-V def2-TZVPD RIJCOSX def2/J DEFGRID3
* xyz -1 2
C 1.08 -1.49 -1.31
C 1.23 -0.39 -0.32
C 2.33 0.43 -0.34
C -1.19 0.34 -0.41
C -0.05 0.04 0.26
C 0.06 0.34 1.79
C -2.52 0.74 0.16
H 0.59 -1.18 -2.27
H 2.09 -1.81 -1.61
H 0.46 -2.29 -0.94
H 2.61 1.27 0.26
H 3.24 0.18 -0.94
H -1.26 -0.05 -1.43
H -0.28 -0.51 2.37
H 1.09 0.60 2.04
H -0.65 1.14 1.95
H -2.47 1.63 0.80
H -3.16 1.02 -0.71
H -3.19 -0.01 0.64
*
```

natural (NBO) atomic charge list, values in e, 4 entries: C -0.643; C -0.160; C -0.662; C -0.412



The following is a DFT calculation (the ωB97M-V functional and the def2-TZVPD basis) of the molecule C7H12.

Results
- frontier orbital gap (Ha) = 0.403
- E_LUMO (eV) = 1.164
- structure (SMILES) = CC1CC2(CC2)C1

Geometry as ORCA input:
```
! wB97M-V def2-TZVPD RIJCOSX def2/J DEFGRID3
* xyz 0 1
C 1.55 -1.88 1.06
C 0.70 -0.64 0.81
C 0.95 0.17 -0.48
C -0.55 0.45 -0.49
C -1.12 1.79 -0.13
C -1.39 1.18 -1.48
C -0.78 -0.80 0.36
H 2.62 -1.65 0.92
H 1.29 -2.68 0.36
H 1.42 -2.26 2.08
H 0.76 0.04 1.67
H 1.63 1.03 -0.44
H 1.24 -0.49 -1.31
H -0.44 2.63 -0.07
H -1.94 1.82 0.59
H -0.89 1.61 -2.34
H -2.40 0.82 -1.69
H -0.88 -1.70 -0.26
H -1.58 -0.78 1.10
*
```

natural (NBO) atomic charge list, values in e, 4 entries: C -0.609; C -0.197; C -0.388; C -0.058



The following is a DFT calculation (the ωB97M-V functional and the def2-TZVPD basis) of the molecule C7H12 at a distorted geometry.

Results
- frontier orbital gap (Ha) = 0.123
- E_LUMO (eV) = -2.440

Geometry as ORCA input:
```
! wB97M-V def2-TZVPD RIJCOSX def2/J DEFGRID3
* xyz 0 1
C 1.58 1.17 -1.30
C 1.66 0.35 -0.18
C 2.85 -0.06 0.38
C 0.37 -0.07 0.50
C -0.89 0.65 0.04
C -2.18 -0.24 0.30
C -2.10 -1.64 -0.03
H -0.91 0.78 -1.05
H 0.80 1.08 -2.03
H 2.44 1.80 -1.50
H 3.78 0.30 -0.04
H 2.83 -0.80 1.18
H 0.58 0.02 1.57
H 0.18 -1.10 0.14
H -1.05 1.56 0.63
H -2.50 -1.92 -0.99
H -2.26 0.02 1.57
H -2.18 -2.36 0.77
H -2.99 0.46 0.04
*
```

natural (NBO) atomic charge list, values in e, 4 entries: C -0.266; C -0.069; C -0.395; C -0.463



The following is a DFT calculation (the ωB97M-V functional and the def2-TZVPD basis) of a cluster of 2 separate species, C7H12 in total.

Results
- frontier orbital gap (Ha) = 0.339
- E_LUMO (eV) = 1.130
- structure (SMILES) = C/C=C1/C=CCC1.[H][H]

Geometry as ORCA input:
```
! wB97M-V def2-TZVPD RIJCOSX def2/J DEFGRID3
* xyz 0 1
C 2.36 -0.73 -0.97
C 1.19 0.19 -1.11
C 0.11 0.20 -0.33
C -1.20 0.71 -0.76
C -2.18 0.10 -0.09
C -1.64 -0.79 1.01
C -0.13 -0.48 1.01
H 2.49 -1.26 -1.92
H 3.31 -0.24 -0.74
H 2.17 -1.49 -0.20
H 1.15 0.79 -2.02
H -1.32 1.36 -1.62
H -3.24 0.15 -0.34
H -2.12 -0.58 1.97
H -1.83 -1.85 0.79
H 0.50 -1.36 1.18
H 0.09 0.23 1.81
H -0.21 2.58 1.24
H 0.51 2.46 1.11
*
```

natural (NBO) atomic charge list, values in e, 4 entries: C -0.639; C -0.191; C -0.017; C -0.222



The following is a DFT calculation (the ωB97M-V functional and the def2-TZVPD basis) of a cluster of 3 separate species, C7H12 in total.

Results
- frontier orbital gap (Ha) = 0.314
- E_LUMO (eV) = 0.541

Geometry as ORCA input:
```
! wB97M-V def2-TZVPD RIJCOSX def2/J DEFGRID3
* xyz 0 1
C 0.37 -0.69 2.17
C -0.19 0.48 1.40
C 0.40 1.18 0.01
C 0.79 0.74 -1.26
C 0.43 -0.71 -1.52
C -0.82 -0.88 -0.62
C -0.91 0.46 0.15
H 1.22 -0.36 2.78
H -0.39 -1.07 2.86
H 0.70 -1.51 1.54
H -0.32 1.36 2.02
H 0.44 2.25 0.19
H -0.81 1.31 -1.82
H 1.52 1.26 -1.87
H 0.20 -0.90 -2.57
H 1.26 -1.38 -1.25
H -0.74 -1.74 0.04
H -1.72 -1.02 -1.22
H -1.43 1.21 -1.06
*
```

natural (NBO) atomic charge list, values in e, 4 entries: C -0.644; C -0.105; C -0.343; C -0.131



The following is a DFT calculation (the ωB97M-V functional and the def2-TZVPD basis) of the molecule C7H12 at a distorted geometry.

Results
- frontier orbital gap (Ha) = 0.364
- E_LUMO (eV) = 1.124
- structure (SMILES) = C[C@H]1[C@H]2CCC[C@@H]12

Geometry as ORCA input:
```
! wB97M-V def2-TZVPD RIJCOSX def2/J DEFGRID3
* xyz 0 1
C -0.05 1.44 1.21
C 0.54 1.39 -0.17
C 0.99 0.13 -0.83
C 1.04 -1.15 -0.02
C -0.39 -1.42 0.50
C -1.26 -0.58 -0.45
C -0.42 0.52 -1.08
H 0.44 0.84 1.98
H -0.18 2.47 1.56
H -1.04 1.00 1.07
H 0.96 2.32 -0.58
H 1.70 0.24 -1.64
H 1.34 -1.96 -0.70
H 1.78 -1.09 0.78
H -0.66 -2.48 0.43
H -0.47 -1.16 1.57
H -2.32 -0.44 -0.19
H -1.14 -1.04 -1.47
H -0.87 0.96 -1.96
*
```

natural (NBO) atomic charge list, values in e, 4 entries: C -0.620; C -0.246; C -0.228; C -0.409



So what do the calculations give for relative energy (zero: lowest compared OMol25 entry of this formula, charge and spin)? Going down the list: 94.9 78.2 148.0 1.9 4.2 49.6 16.7 29.8 167.9 38.6 139.4 36.8 kcal/mol.